(1)
22
Properties=species:S:1:pos:R:3 method="wB97M-V/def2-TZVPD" e_lumo_ev="0.1620 / -2.4152" spin_multiplicity=3 e_above_lowest_kcal_mol=0.0
C 2.1290 -0.6937 -0.4372
C 0.5454 1.1102 -0.0282
C 1.1607 -1.6185 -0.4700
C 1.8252 0.7139 -0.2965
C -0.5710 0.2140 -0.1326
C 2.9255 1.6705 -0.2597
C -0.2436 -1.2141 -0.5793
C -2.4201 -0.0179 1.3870
N -1.6718 0.6336 0.6016
N -0.6215 -0.3561 -1.6946
O 4.0962 1.3949 -0.3648
O -1.6414 -0.4950 -2.4293
O -2.4438 -1.3375 1.5820
O -3.3238 0.6480 2.1118
H 3.1737 -0.9608 -0.3895
H 0.3294 2.1122 0.3105
H 1.3700 -2.6729 -0.3949
H 2.5882 2.7200 -0.1401
H -0.9957 -1.9687 -0.3735
H 0.1954 0.0871 -2.1374
H -3.1540 -1.5661 2.1995
H -3.2522 1.5971 1.9351

***

(2)
20
Properties=species:S:1:pos:R:3 method="wB97M-V/def2-TZVPD" e_lumo_ev=0.8601 smiles="C=NCCCCNS" e_above_lowest_kcal_mol=59.1
C -0.5401 2.2609 0.5888
N -1.1055 1.1594 0.6689
C -1.7000 0.5402 -0.5621
C -0.8095 -0.6411 -0.9894
C -0.2763 -1.5693 0.1255
C 0.8549 -0.9944 0.9758
N 2.0302 -0.6994 0.1742
S 2.0699 0.7841 -0.6891
H 0.1923 2.4939 1.3826
H -0.6716 2.8727 -0.2869
H -1.9755 1.2611 -1.3815
H -2.6962 0.2907 -0.1861
H 0.0423 -0.2950 -1.7911
H -1.2712 -1.4461 -1.5303
H -0.9955 -1.9486 0.8561
H -0.0020 -2.4244 -0.3337
H 0.6409 -0.0441 1.5669
H 1.1524 -1.7488 1.8392
H 2.3078 -1.3687 -0.5243
H 2.7528 1.5170 0.0967

***

(3)
9
Properties=species:S:1:pos:R:3 method="wB97M-V/def2-TZVPD" e_lumo_ev=-1.6497 smiles="N#CC(=O)C(N)=O" e_above_lowest_kcal_mol=23.1
N -2.5462 -0.5796 0.2092
C -1.5515 0.0093 -0.0185
C -0.2557 0.6604 -0.0721
O -0.0871 1.8399 -0.1524
C 0.8206 -0.3857 -0.0048
N 2.1424 0.0224 0.2530
O 0.5335 -1.6047 -0.2099
H 2.3810 1.0175 0.4641
H 2.7936 -0.7019 -0.2293

***

(4)
18
Properties=species:S:1:pos:R:3 method="wB97M-V/def2-TZVPD" e_lumo_ev=-2.8735 e_above_lowest_kcal_mol=156.2
C 1.1510 0.8989 2.5306
C 0.2705 1.8708 2.0812
N -0.9790 2.0001 2.5073
C 0.5506 -0.5547 -3.2811
C -0.9068 -1.3838 0.1040
C -0.2141 -1.5025 -1.1979
C -0.3763 -0.6142 -2.2851
H 0.9906 0.1968 3.3352
H 2.1854 1.0349 2.2307
H 0.6203 2.6236 1.3625
H -1.5693 2.3318 1.7399
H 1.3188 -1.3090 -3.1663
H 0.4726 0.2134 -4.0297
H -0.3594 -0.5817 0.6617
H -0.7468 -2.2816 0.6989
H -1.9538 -1.1013 0.0112
H 0.7828 -1.8863 -0.9861
H -1.2373 0.0447 -2.3169

***

(5)
82
Properties=species:S:1:pos:R:3 method="wB97M-V/def2-TZVPD" e_lumo_ev=0.5224 smiles="CCOP(=O)(OCC)OCC.CCOP(=O)(OCC)OCC.c1cc[nH]c1.c1cc[nH]c1.c1cc[nH]c1"
C -1.8339 5.5964 2.3230
C -2.0208 4.2087 1.7146
O -2.9098 4.4449 0.6153
P -2.9816 3.5165 -0.6742
O -3.9669 3.9790 -1.6594
O -3.2604 2.0305 -0.0983
C -4.5412 1.6543 0.4122
C -5.2920 2.7272 1.1832
O -1.4858 3.4858 -1.1999
C -1.0401 2.5999 -2.1958
C -0.3467 1.3698 -1.6147
H -2.7840 6.0496 2.6073
H -1.2561 5.5762 3.2552
H -1.2957 6.3134 1.7021
H -1.0558 3.7813 1.4425
H -2.3764 3.6010 2.5509
H -5.1376 1.2367 -0.3977
H -4.3261 0.8381 1.1037
H -5.5189 3.6022 0.5733
H -6.1936 2.3353 1.6505
H -4.6836 3.1180 2.0039
H -1.8152 2.2402 -2.8839
H -0.3248 3.0836 -2.8676
H 0.4321 1.6904 -0.9210
H -1.0655 0.7444 -1.0826
H 0.1060 0.7636 -2.4009
C 0.9665 0.1874 -6.8101
C 0.5661 0.2643 -5.3500
O 1.5480 -0.4059 -4.5482
P 1.3047 -1.9140 -4.0368
O 2.3312 -2.3751 -3.0958
O -0.1632 -1.8437 -3.4828
C -0.7358 -3.0048 -2.8618
C -0.4244 -3.0133 -1.3468
O 1.1321 -2.7791 -5.3717
C 2.2416 -3.5267 -5.9051
C 1.6790 -4.3409 -7.0632
H 0.9381 -0.8152 -7.2322
H 0.2447 0.7625 -7.4020
H 1.9378 0.6444 -6.9861
H 0.4913 1.2997 -5.0038
H -0.4464 -0.0774 -5.1135
H -1.8092 -2.9499 -3.0081
H -0.3253 -3.9070 -3.3145
H -1.2724 -2.5584 -0.8409
H -0.2141 -4.0145 -0.9756
H 0.4954 -2.4532 -1.1839
H 3.0778 -2.8624 -6.1237
H 2.5917 -4.2345 -5.1469
H 2.4801 -4.8784 -7.5711
H 0.9155 -5.0177 -6.6922
H 1.2435 -3.6500 -7.7874
C 2.1900 -3.6223 2.6738
C 1.4623 -4.0397 1.5478
C 0.1714 -4.3935 1.9547
N 0.1856 -4.2330 3.3234
C 1.3345 -3.6403 3.7462
H 3.2284 -3.3394 2.7267
H 1.8998 -4.1768 0.5706
H -0.6682 -4.7955 1.4196
H -0.5443 -4.5774 3.9201
H 1.4647 -3.4358 4.7953
C 4.5530 1.9620 6.8958
C 3.5422 2.5711 6.1075
C 2.3956 1.8169 6.2836
N 2.6825 0.8298 7.1844
C 4.0026 0.8825 7.5221
H 5.6023 2.2081 6.9012
H 3.7836 3.4118 5.4792
H 1.4361 1.9005 5.8028
H 2.0366 0.1183 7.4650
H 4.4377 0.1821 8.2163
C -0.7963 0.8366 2.1245
C 0.2700 1.1844 2.9810
C 1.0731 0.0640 3.0943
N 0.5558 -0.9139 2.2938
C -0.6388 -0.4811 1.7880
H -1.6654 1.4246 1.8804
H 0.4087 2.1129 3.5120
H 1.9554 -0.1062 3.6894
H 0.9644 -1.8298 2.1955
H -1.1430 -1.0440 1.0174

***

(6)
52
Properties=species:S:1:pos:R:3 method="wB97M-V/def2-TZVPD" e_lumo_ev=2.3560 charge=-1 e_above_lowest_kcal_mol=73.6
O 2.7314 -0.1299 2.6894
P 2.8714 0.3701 1.1631
O 2.9854 -1.0790 0.1777
O 4.2523 1.4323 1.0172
Al 0.9916 1.5917 0.4536
N -0.3505 1.3172 1.8593
C -0.6981 -0.0368 1.7725
S -1.3776 -1.5137 1.1675
H 3.8083 -1.0101 -0.4008
H 5.0435 0.8231 0.9130
H 1.2983 3.1218 0.1785
H 0.3523 0.8857 -0.8489
C 3.4463 -3.9816 1.1718
S 5.1341 -3.4888 1.5974
O 5.7419 -2.8617 0.3777
C 5.7918 -5.1688 1.7298
H 2.8532 -3.0796 1.0031
H 3.4511 -4.5866 0.2620
H 3.0122 -4.5495 1.9980
H 5.6527 -5.7008 0.7855
H 5.2818 -5.6982 2.5378
H 6.8590 -5.1068 1.9560
C 1.9688 -0.0174 -4.8092
S 2.5217 -0.0169 -3.0867
O 1.6866 0.9849 -2.3454
C 4.1300 0.7468 -3.4066
H 0.9551 -0.4233 -4.8484
H 1.9656 1.0023 -5.2016
H 2.6328 -0.6473 -5.4058
H 3.9939 1.7198 -3.8850
H 4.7240 0.0923 -4.0486
H 4.6458 0.8819 -2.4528
C -4.7527 4.7132 0.6495
S -3.0048 5.0926 0.9209
O -2.2074 4.2475 -0.0280
C -2.8979 4.3234 2.5547
H -5.0362 5.0732 -0.3424
H -4.9141 3.6338 0.7023
H -5.3581 5.2207 1.4041
H -3.1730 3.2678 2.4903
H -3.5633 4.8434 3.2475
H -1.8683 4.4076 2.9111
C -5.9627 -1.7282 1.3165
S -5.4068 -0.3482 0.2873
O -6.0191 0.9037 0.8425
C -6.3577 -0.8138 -1.1795
H -5.5178 -1.6226 2.3088
H -7.0516 -1.7143 1.4050
H -5.6341 -2.6707 0.8724
H -7.4225 -0.8558 -0.9376
H -6.0164 -1.7858 -1.5428
H -6.1923 -0.0607 -1.9537

***

What did we get for strongest force on any atom? Answer: 4.794, 4.410, 4.389, 2.408, 2.336, 11.203 eV/Å, in the order shown.
What did we get for DFT total energy? Answer: -19589.383, -19192.152, -10217.189, -7883.758, -65050.312, -95669.941 eV, in the order shown.